{
  "formula": "C31H29AgN4O4S3",
  "method": "ωB97M-V/def2-TZVPD",
  "gap_ha": 0.2144,
  "total_charge": -2,
  "e_tot_ev": -83274.08035,
  "lumo_ev": 4.2,
  "homo_ha": -0.06166,
  "multiplicity": 1,
  "de_lowest_ev": 0.000,
  "species": ["Ag", "O", "C", "C", "C", "C", "C", "C", "C", "N", "C", "C", "N", "C", "C", "C", "C", "C", "C", "C", "O", "H", "H", "H", "H", "H", "H", "H", "H", "H", "H", "H", "H", "H", "H", "C", "N", "C", "N", "O", "H", "H", "H", "H", "H", "H", "O", "C", "C", "C", "C", "C", "S", "C", "C", "C", "C", "S", "C", "C", "C", "C", "S", "H", "H", "H", "H", "H", "H", "H", "H", "H"],
  "coordinates": [[0.002, 1.407, 0.935], [1.016, 1.427, 3.114], [1.756, 0.524, 3.588], [1.676, 0.164, 4.983], [2.443, -0.823, 5.543], [3.372, -1.552, 4.781], [3.488, -1.228, 3.445], [2.733, -0.224, 2.829], [3.014, 0.009, 1.419], [2.458, 0.855, 0.651], [2.911, 0.917, -0.722], [1.731, 0.855, -1.690], [0.802, 1.926, -1.409], [0.518, 2.762, -2.320], [-0.382, 3.900, -2.203], [-0.670, 4.592, -3.384], [-1.525, 5.674, -3.438], [-2.119, 6.088, -2.229], [-1.857, 5.454, -1.045], [-0.962, 4.320, -0.938], [-0.738, 3.775, 0.165], [0.949, 0.712, 5.571], [2.322, -1.054, 6.599], [3.966, -2.343, 5.221], [4.199, -1.772, 2.824], [3.809, -0.642, 1.009], [3.618, 0.106, -0.961], [3.426, 1.875, -0.867], [1.199, -0.086, -1.531], [2.108, 0.893, -2.726], [0.972, 2.634, -3.322], [-0.193, 4.242, -4.298], [-1.731, 6.183, -4.371], [-2.807, 6.930, -2.236], [-2.321, 5.777, -0.120], [-2.930, 1.567, -2.397], [-2.444, 1.440, -1.053], [-3.195, 1.437, 0.062], [-4.579, 1.517, -0.141], [-2.732, 1.396, 1.192], [-2.072, 1.557, -3.066], [-3.458, 2.513, -2.550], [-3.583, 0.734, -2.689], [-1.460, 1.284, -0.887], [-4.923, 1.066, -0.975], [-5.060, 1.222, 0.696], [-0.620, -0.847, -0.297], [-0.349, -2.154, -0.167], [0.916, -2.537, -0.951], [2.208, -2.599, -0.520], [3.150, -2.745, -1.580], [2.552, -2.801, -2.803], [0.850, -2.674, -2.666], [-1.529, -2.969, -0.715], [-1.748, -4.305, -0.867], [-3.021, -4.596, -1.433], [-3.737, -3.463, -1.694], [-2.872, -2.053, -1.260], [-0.154, -2.526, 1.303], [0.374, -3.623, 1.926], [0.341, -3.509, 3.344], [-0.225, -2.333, 3.746], [-0.705, -1.366, 2.424], [2.470, -2.501, 0.525], [4.221, -2.792, -1.434], [3.021, -2.906, -3.768], [-1.022, -5.055, -0.585], [-3.379, -5.597, -1.634], [-4.724, -3.399, -2.122], [0.807, -4.458, 1.390], [0.752, -4.243, 4.026], [-0.325, -1.960, 4.752]],
  "atomic_forces_ev_per_a": [[0.1, 0.1, 0.1], [0.0, 0.0, 0.1], [0.0, 0.0, 0.0], [0.1, 0.0, 0.0], [0.1, 0.0, 0.0], [-0.1, 0.1, 0.0], [0.0, 0.0, 0.0], [0.1, 0.0, -0.1], [-0.1, 0.0, 0.1], [0.1, 0.0, 0.0], [0.0, 0.0, 0.0], [0.0, 0.0, 0.0], [0.0, -0.2, 0.1], [-0.1, 0.1, 0.0], [0.1, -0.1, 0.0], [0.0, 0.0, 0.0], [0.0, 0.0, 0.1], [0.0, 0.0, 0.0], [0.0, 0.0, 0.0], [0.0, -0.1, 0.0], [0.0, 0.0, 0.0], [0.0, 0.0, 0.0], [0.0, 0.0, 0.0], [0.0, 0.0, 0.0], [0.0, 0.0, 0.0], [0.0, 0.0, 0.0], [0.0, 0.0, 0.0], [0.0, 0.0, 0.0], [0.0, 0.1, 0.0], [0.0, 0.0, 0.0], [0.0, 0.0, 0.0], [0.0, 0.0, 0.0], [0.0, 0.0, 0.0], [0.0, 0.0, 0.0], [0.0, 0.0, 0.0], [0.1, 0.0, -0.1], [-0.3, 0.0, 0.1], [0.1, 0.0, 0.0], [-0.1, 0.0, 0.0], [0.0, -0.1, 0.1], [0.0, 0.0, 0.0], [0.0, 0.0, 0.0], [0.0, 0.0, 0.0], [0.2, -0.1, -0.2], [0.0, 0.0, 0.0], [0.0, 0.0, 0.0], [-0.1, 0.5, -0.2], [0.0, -0.2, 0.1], [0.1, -0.1, 0.0], [0.1, 0.0, 0.0], [-0.1, 0.0, 0.0], [0.0, 0.0, 0.0], [-0.1, 0.0, 0.0], [-0.1, 0.0, 0.0], [-0.1, -0.1, 0.0], [0.0, 0.0, 0.0], [0.1, -0.1, 0.0], [0.1, 0.2, 0.1], [0.0, -0.2, 0.0], [0.0, 0.1, 0.0], [0.0, 0.0, 0.0], [0.0, -0.1, 0.0], [-0.1, 0.1, 0.0], [0.0, 0.0, 0.0], [0.0, 0.0, 0.0], [0.0, 0.0, 0.0], [0.0, 0.0, 0.0], [0.0, 0.0, 0.0], [0.0, 0.0, 0.0], [0.0, 0.0, 0.0], [0.0, 0.0, 0.0], [0.0, 0.0, 0.0]],
  "mulliken_charge": [0.4647, -0.7844, 0.2201, -0.6636, -0.1948, -0.7798, -0.3298, 1.0191, -0.6930, -0.1988, -0.9766, -0.1682, 0.5352, -0.6505, 0.7504, -0.3878, -0.7110, -0.2584, -0.6902, 0.1178, -0.5812, 0.3763, 0.3226, 0.3605, 0.2285, 0.2344, 0.3983, 0.4216, -0.4489, 0.4370, -0.0057, 0.2355, 0.3693, 0.3317, 0.3714, -1.3177, 1.0699, 0.3161, -0.5828, -0.6365, 0.3233, 0.3649, 0.4183, -0.6642, 0.2370, 0.3104, -0.1394, 2.3150, -0.5949, -0.1360, -0.7870, -0.5606, -0.1752, -0.6044, -0.4558, -0.6573, -0.6020, 0.0423, -0.8186, -0.1333, -0.9287, -0.5320, 0.0966, 0.7667, 0.3844, 0.4146, 0.4278, 0.3768, 0.4277, 0.4608, 0.3595, 0.5425]
}

---

{
  "formula": "C25H47ClO11P",
  "method": "ωB97M-V/def2-TZVPD",
  "gap_ha": 0.2357,
  "total_charge": -1,
  "e_tot_ev": -71014.96580,
  "lumo_ev": 1.8,
  "homo_ha": -0.17040,
  "multiplicity": 1,
  "species": ["C", "C", "C", "P", "O", "Cl", "O", "C", "C", "C", "C", "O", "O", "O", "H", "H", "H", "H", "H", "H", "H", "H", "H", "H", "H", "C", "C", "O", "C", "H", "H", "H", "H", "H", "H", "C", "C", "O", "C", "H", "H", "H", "H", "H", "H", "C", "C", "O", "C", "H", "H", "H", "H", "H", "H", "C", "C", "O", "C", "H", "H", "H", "H", "H", "H", "C", "C", "O", "C", "H", "H", "H", "H", "H", "H", "C", "C", "O", "C", "H", "H", "H", "H", "H", "H"],
  "coordinates": [[-2.880, -1.711, 4.676], [-3.098, -0.424, 4.102], [-2.925, 0.997, 3.244], [-1.066, 1.508, 3.059], [0.557, 2.181, 3.291], [-1.683, 3.444, 3.804], [-1.254, 1.993, 1.384], [-0.772, 0.915, 0.461], [-0.270, -0.449, 1.263], [-1.263, -1.739, 1.073], [-0.493, -3.151, 0.737], [-1.248, -4.105, 0.123], [0.898, -3.490, 1.072], [-0.440, -0.085, 2.689], [-2.962, -2.857, 4.938], [-3.416, 0.945, 2.176], [-3.470, 1.833, 3.884], [-0.982, 1.080, 4.454], [0.743, 2.210, 4.277], [0.181, 1.457, -0.008], [-1.580, 0.638, -0.363], [0.864, -0.539, 0.986], [-2.091, -1.489, 0.266], [-1.828, -1.891, 2.096], [1.554, -2.815, 0.723], [-0.490, -9.036, 1.031], [0.471, -7.982, 1.510], [1.587, -8.281, 1.932], [0.015, -6.549, 1.454], [-0.026, -10.023, 1.130], [-1.399, -9.014, 1.638], [-0.732, -8.867, -0.022], [-0.871, -6.416, 2.080], [-0.204, -6.269, 0.420], [0.812, -5.899, 1.831], [2.074, 4.867, 6.439], [2.277, 3.516, 7.070], [1.865, 2.491, 6.530], [3.004, 3.468, 8.387], [1.535, 4.749, 5.493], [1.481, 5.502, 7.102], [3.042, 5.331, 6.234], [2.452, 4.040, 9.137], [4.014, 3.869, 8.270], [3.077, 2.428, 8.723], [-0.630, -0.856, -3.319], [-0.386, 0.628, -3.238], [-0.530, 1.242, -2.182], [0.039, 1.330, -4.500], [-0.931, -1.228, -2.334], [-1.432, -1.062, -4.031], [0.288, -1.367, -3.620], [-0.734, 1.221, -5.265], [0.987, 0.917, -4.854], [0.178, 2.397, -4.292], [2.429, 5.927, -6.229], [2.632, 4.576, -5.598], [2.220, 3.550, -6.138], [3.359, 4.527, -4.281], [1.890, 5.808, -7.175], [1.836, 6.561, -5.566], [3.397, 6.391, -6.434], [2.807, 5.099, -3.531], [4.369, 4.929, -4.398], [3.432, 3.487, -3.944], [0.004, 4.962, -10.007], [0.247, 6.445, -9.926], [0.104, 7.059, -8.871], [0.673, 7.148, -11.188], [-0.297, 4.590, -9.022], [-0.799, 4.755, -10.719], [0.922, 4.451, -10.309], [-0.100, 7.039, -11.953], [1.621, 6.734, -11.542], [0.812, 8.214, -10.980], [-3.423, -7.207, 6.191], [-2.412, -6.619, 5.243], [-2.541, -5.480, 4.798], [-1.236, -7.478, 4.862], [-4.215, -6.475, 6.377], [-3.869, -8.102, 5.749], [-2.942, -7.452, 7.142], [-1.585, -8.384, 4.360], [-0.658, -7.735, 5.753], [-0.590, -6.923, 4.173]],
  "atomic_forces_ev_per_a": [[-2.0, 8.2, -4.4], [2.1, -8.3, 2.4], [-2.1, -1.1, 0.7], [1.6, -1.1, 2.2], [0.1, -0.5, 0.1], [-0.7, 1.5, 0.0], [0.9, -2.9, 0.5], [0.8, 0.9, -0.1], [-1.5, 1.9, 1.5], [1.1, 0.1, 0.0], [-3.8, -4.0, -3.3], [5.1, 5.6, 4.0], [-2.3, 1.6, -1.4], [0.2, 0.2, -2.6], [0.1, 3.0, -0.5], [0.5, -0.4, 2.2], [1.1, -2.0, -1.5], [0.1, 0.2, -0.6], [-0.6, -0.2, -1.8], [-2.2, -1.6, 0.6], [1.7, 0.9, 2.0], [-2.0, -0.5, 0.6], [1.9, -1.0, 1.4], [1.3, 0.3, -1.9], [-1.5, -0.6, 0.8], [0.3, -0.5, 0.0], [1.3, 0.1, 0.6], [-1.2, 0.1, -0.5], [0.5, -0.2, 0.2], [-0.1, 0.2, 0.0], [-0.1, 0.1, -0.2], [-0.2, 0.1, 0.1], [-0.1, 0.1, -0.3], [-0.2, 0.1, 0.2], [-0.2, -0.2, -0.1], [-0.3, -0.2, -0.4], [-0.7, -1.5, -1.0], [0.7, 1.4, 0.8], [0.0, -0.5, 0.1], [0.1, 0.0, 0.2], [0.2, 0.1, 0.0], [-0.1, 0.1, 0.2], [0.2, 0.1, 0.0], [-0.1, 0.2, 0.1], [0.0, 0.2, -0.1], [-0.1, -0.1, 0.5], [-0.2, 1.0, 1.4], [0.3, -0.8, -2.3], [0.0, 0.4, 0.2], [0.1, 0.1, -0.2], [0.2, -0.1, -0.1], [-0.1, 0.0, -0.2], [0.2, -0.1, -0.1], [-0.1, 0.0, -0.2], [0.0, -0.3, -0.1], [-0.2, -0.2, -0.4], [-0.5, -1.3, -0.6], [0.5, 1.2, 0.6], [0.0, -0.5, 0.0], [0.1, 0.1, 0.2], [0.2, 0.1, 0.0], [-0.1, 0.1, 0.2], [0.2, 0.1, 0.0], [-0.1, 0.2, 0.1], [0.0, 0.2, -0.1], [-0.1, -0.1, 0.5], [-0.2, 0.8, 1.5], [0.2, -0.8, -1.4], [0.0, 0.5, 0.2], [0.1, 0.1, -0.2], [0.2, -0.1, -0.1], [-0.1, 0.0, -0.2], [0.2, -0.1, -0.1], [-0.2, -0.1, -0.1], [0.0, -0.2, 0.0], [-0.3, 0.4, 0.1], [-0.2, 1.7, -0.7], [0.2, -1.6, 0.6], [0.2, 0.4, -0.3], [0.2, -0.1, -0.1], [0.1, -0.1, 0.2], [0.0, -0.2, -0.1], [0.1, -0.1, 0.2], [-0.1, -0.2, -0.1], [-0.1, -0.1, 0.2]],
  "mulliken_charge": [-0.3526, -0.0668, -0.4965, 0.6279, -0.6409, -0.4897, -0.4906, -0.3217, 0.7135, -0.1385, 0.4491, -0.5683, -0.4701, -0.4984, 0.2117, 0.2117, 0.4125, -0.0085, 0.2353, 0.0645, 0.0596, 0.2151, 0.2912, -0.1864, 0.3321, -1.0973, 0.8115, -0.6089, -1.0636, 0.3134, 0.2669, 0.3393, 0.2263, 0.5074, 0.2772, -0.9895, 0.8391, -0.5212, -1.1203, 0.2419, 0.3057, 0.3118, 0.3066, 0.3043, 0.2982, -0.8494, 0.8313, -0.4503, -1.1794, 0.0484, 0.3351, 0.3206, 0.3579, 0.3463, 0.2109, -0.8246, 0.8652, -0.5571, -1.1632, 0.0147, 0.3378, 0.3403, 0.3255, 0.3701, 0.2825, -1.1185, 0.8706, -0.5560, -1.1130, 0.2773, 0.4082, 0.3110, 0.3275, 0.3116, 0.2964, -1.1324, 0.8092, -0.5235, -0.8584, 0.2992, 0.3161, 0.3169, 0.2561, 0.3997, 0.0953]
}